No. 1
{
  "formula": "CH3NO3",
  "method": "ωB97M-V/def2-TZVPD",
  "e_homo_ev": -10.8,
  "multiplicity": 1,
  "charge": 0,
  "smiles": "COn1oo1",
  "gap_ev": 11.80,
  "symbols": ["O", "O", "O", "N", "C", "H", "H", "H"],
  "positions_angstrom": [[-0.150863, 0.692506, -0.356758], [-1.980933, -0.605734, -0.232123], [-2.266704, 0.586675, 0.466323], [-1.009901, 0.045658, 0.517396], [1.137817, 0.006363, -0.103450], [2.084218, 0.619532, 0.032028], [1.346309, -0.634788, -1.031651], [0.840057, -0.710215, 0.708238]],
  "forces_ev_per_angstrom": [[1.130, 0.188, 0.523], [-0.421, -1.516, -0.904], [-0.403, 1.666, 0.224], [0.638, -0.187, 0.455], [-0.077, -1.655, -1.383], [-1.810, -0.160, 0.306], [-0.356, 0.878, 1.210], [1.299, 0.785, -0.432]]
}

No. 2
{
  "formula": "CH3NO3",
  "method": "ωB97M-V/def2-TZVPD",
  "e_homo_ev": -11.0,
  "multiplicity": 1,
  "charge": 0,
  "smiles": "N=C1OO1.O",
  "gap_ev": 8.90,
  "symbols": ["O", "O", "O", "N", "C", "H", "H", "H"],
  "positions_angstrom": [[0.249116, 1.613257, 0.432712], [-2.022328, 0.813302, -0.341727], [-2.723961, -0.637747, -0.167234], [-0.432051, -1.131982, -0.012029], [-1.505356, -0.406082, -0.120638], [0.460904, 1.603679, 1.397279], [-0.974464, -1.935116, -0.160641], [-0.565957, 2.002307, 0.387939]],
  "forces_ev_per_angstrom": [[3.659, -1.212, 1.526], [-0.576, -1.632, 0.417], [-4.275, 1.161, -0.566], [-2.237, 3.849, -0.413], [6.695, -0.876, 0.214], [-0.144, -0.077, -1.213], [0.020, -3.110, 0.163], [-3.141, 1.898, -0.128]]
}

No. 3
{
  "formula": "CH3NO3",
  "method": "ωB97M-V/def2-TZVPD",
  "e_homo_ev": -11.1,
  "multiplicity": 1,
  "charge": 0,
  "gap_ev": 10.65,
  "symbols": ["O", "O", "O", "N", "C", "H", "H", "H"],
  "positions_angstrom": [[-1.800824, 0.310402, 1.213502], [0.571481, 0.944318, 0.636281], [-2.340964, -0.442920, -0.731327], [-1.566720, -0.045734, 0.100009], [-0.205235, 0.124031, -0.259473], [0.421995, 0.691357, 1.607145], [0.417719, -1.222803, -0.046557], [-0.130458, 0.618717, -1.214838]],
  "forces_ev_per_angstrom": [[-1.404, -0.019, 1.911], [-1.420, -1.052, 0.522], [-0.370, -0.418, -0.351], [-0.556, 0.545, -0.116], [5.854, -2.575, 2.132], [-0.035, 0.302, -2.215], [-2.217, 3.869, -1.422], [0.150, -0.651, -0.462]]
}

No. 4
{
  "formula": "CH3NO3P",
  "method": "ωB97M-V/def2-TZVPD",
  "e_homo_ev": [-2.9, -2.9],
  "multiplicity": 1,
  "charge": -1,
  "smiles": "CP([O-])ON=O",
  "gap_ev": [7.34, 7.34],
  "symbols": ["P", "O", "O", "O", "N", "C", "H", "H", "H"],
  "positions_angstrom": [[-0.362584, 1.075907, -0.311267], [-0.024083, 2.182937, 0.613718], [-1.379648, -1.833094, -0.153987], [-1.528690, 0.201182, 0.588465], [-2.039217, -0.972982, 0.421722], [1.154741, 0.013290, -0.337147], [1.295565, -0.466113, 0.784112], [1.903466, 0.718529, -0.653418], [0.980449, -0.919660, -0.952198]],
  "forces_ev_per_angstrom": [[0.548, 0.288, -2.845], [0.361, 1.247, 1.213], [-0.230, 1.627, 0.373], [-0.281, -0.672, 1.018], [-0.495, -2.043, -0.190], [-1.231, -3.081, 2.831], [0.193, 1.542, -2.533], [0.656, -0.191, -0.044], [0.480, 1.284, 0.176]]
}

No. 5
{
  "formula": "CH3NO3P",
  "method": "ωB97M-V/def2-TZVPD",
  "e_homo_ev": -3.3,
  "multiplicity": 1,
  "charge": -1,
  "gap_ev": 7.52,
  "symbols": ["P", "O", "O", "O", "N", "C", "H", "H", "H"],
  "positions_angstrom": [[0.444838, -0.955648, 0.060012], [0.462851, -2.338791, 0.424652], [1.079909, -0.945287, -1.381555], [-2.727840, -0.561492, 0.361824], [1.093444, 0.300287, 0.748367], [-1.818702, -0.185022, -0.310281], [-1.911717, 0.774080, -0.880792], [0.772999, 0.256298, 1.633408], [1.451541, -0.087826, -1.381662]],
  "forces_ev_per_angstrom": [[-2.140, 2.672, -0.936], [-0.756, -3.329, 1.915], [-0.223, -0.517, -1.848], [-0.964, -0.260, 0.218], [0.901, -0.079, -3.216], [3.326, -0.793, 0.649], [-0.073, 0.114, -0.315], [-1.076, 0.470, 4.187], [1.005, 1.722, -0.655]]
}

No. 6
{
  "formula": "CH3NO3S",
  "method": "ωB97M-V/def2-TZVPD",
  "e_homo_ev": -10.4,
  "multiplicity": 1,
  "charge": 0,
  "gap_ev": 11.11,
  "symbols": ["S", "O", "O", "O", "N", "C", "H", "H", "H"],
  "positions_angstrom": [[-0.804596, -0.839794, -0.628442], [-1.423365, 0.174422, 0.647889], [1.235694, -0.095142, 2.508280], [-1.763933, -0.430029, -1.605417], [0.670937, -0.116228, -0.982738], [1.779265, 0.189898, 1.555637], [0.801826, 0.933042, -1.204731], [-1.842695, 0.819325, 0.089658], [1.346867, -0.635494, -0.380134]],
  "forces_ev_per_angstrom": [[0.418, 2.201, 1.992], [1.692, -1.835, -0.115], [0.573, 0.333, -1.037], [-0.794, -0.151, -2.031], [-0.233, -0.083, 0.117], [-0.303, -0.199, 1.687], [-0.328, -2.459, 0.835], [-0.737, 0.821, -0.338], [-0.287, 1.372, -1.109]]
}

No. 7
{
  "formula": "CH3NO3S",
  "method": "ωB97M-V/def2-TZVPD",
  "e_homo_ev": -9.8,
  "multiplicity": 1,
  "charge": 0,
  "gap_ev": 10.21,
  "symbols": ["S", "O", "O", "O", "N", "C", "H", "H", "H"],
  "positions_angstrom": [[-0.523042, -1.255976, -1.492556], [0.924606, -1.424946, -1.380216], [-0.906165, -0.112166, -0.215985], [1.220313, 0.518632, -0.317822], [0.135773, 0.539136, 1.671861], [0.241352, 0.349333, 0.313453], [-0.760189, -0.228904, -2.591023], [-0.797880, 0.175567, 2.010941], [0.465233, 1.439326, 2.001348]],
  "forces_ev_per_angstrom": [[0.806, 1.875, -0.690], [-1.392, -1.793, -1.192], [-0.832, -1.306, -1.087], [1.576, 1.963, -0.513], [-2.151, -0.889, 0.584], [0.027, 0.657, 1.360], [0.384, -1.290, 1.591], [1.671, 1.199, -0.161], [-0.089, -0.416, 0.108]]
}

No. 8
{
  "formula": "CH3NO3S",
  "method": "ωB97M-V/def2-TZVPD",
  "e_homo_ev": -10.7,
  "multiplicity": 1,
  "charge": 0,
  "gap_ev": 11.20,
  "symbols": ["S", "O", "O", "O", "N", "C", "H", "H", "H"],
  "positions_angstrom": [[1.035423, 0.292589, 0.045369], [0.601819, -1.364676, -0.267638], [1.240148, 0.542802, 1.443571], [1.910663, 0.775144, -0.961235], [-0.733344, -1.146762, -0.020688], [-0.703853, 0.524435, -0.389807], [-0.953995, -1.061979, 0.943089], [-1.119880, 0.925277, 0.519160], [-1.276979, 0.513166, -1.311817]],
  "forces_ev_per_angstrom": [[-0.563, -0.967, -1.691], [2.454, 1.510, 1.063], [-0.363, -0.355, -0.922], [0.538, -0.126, 0.287], [-2.329, 3.178, -2.222], [-0.570, -4.553, 2.525], [0.538, -0.643, 1.591], [-0.699, 0.988, -0.309], [0.995, 0.968, -0.323]]
}

No. 9
{
  "formula": "CH3NO3S",
  "method": "ωB97M-V/def2-TZVPD",
  "e_homo_ev": [-8.7, -8.5],
  "multiplicity": 1,
  "charge": 0,
  "gap_ev": [7.68, 7.65],
  "symbols": ["S", "O", "O", "O", "N", "C", "H", "H", "H"],
  "positions_angstrom": [[2.026075, -0.291168, -0.635363], [-1.318890, -1.212634, -0.055863], [0.748954, 1.067034, 0.068032], [1.746545, -1.380491, 0.545339], [0.611341, 2.162906, -0.342615], [-1.567996, -0.036471, 0.017898], [-1.468070, 0.603464, 0.796256], [-1.632374, 0.496505, -0.955287], [0.854412, -1.409142, 0.561604]],
  "forces_ev_per_angstrom": [[0.802, -0.090, -0.795], [-0.303, -0.177, 1.094], [-0.229, 1.610, 0.269], [4.443, 1.035, -0.035], [0.426, -1.268, 0.199], [0.952, -1.567, -4.615], [-0.205, 1.483, 3.446], [-0.750, 0.127, 0.132], [-5.136, -1.152, 0.306]]
}

No. 10
{
  "formula": "CH3NO4",
  "method": "ωB97M-V/def2-TZVPD",
  "e_homo_ev": [-9.6, -9.6],
  "multiplicity": 1,
  "charge": 0,
  "gap_ev": [8.72, 8.72],
  "symbols": ["O", "O", "O", "O", "N", "C", "H", "H", "H"],
  "positions_angstrom": [[-1.753345, -1.077047, -0.231053], [0.874989, 1.008418, 0.414293], [0.714786, -1.275103, 0.493867], [-1.484044, 1.120656, -0.160890], [-1.118442, -0.026529, -0.219099], [0.360520, -0.111549, -0.028176], [0.813980, 0.094881, -1.789069], [1.437198, -1.310457, 1.088785], [0.154356, 1.576734, 0.431340]],
  "forces_ev_per_angstrom": [[0.431, 2.002, -0.579], [2.639, -1.631, 1.427], [-1.649, -0.459, -1.118], [-1.683, 0.554, -0.558], [0.402, -2.196, 1.499], [1.910, -0.686, -4.555], [-1.037, -0.972, 3.051], [1.303, 0.683, 0.775], [-2.317, 2.704, 0.058]]
}

No. 11
{
  "formula": "CH3NOS",
  "method": "ωB97M-V/def2-TZVPD",
  "e_homo_ev": -9.2,
  "multiplicity": 1,
  "charge": 0,
  "gap_ev": 8.74,
  "symbols": ["S", "O", "N", "C", "H", "H", "H"],
  "positions_angstrom": [[-1.408867, 0.628327, -1.588356], [-0.596515, -1.670689, -0.761474], [-0.641822, -0.475241, -0.717764], [0.611814, 0.292982, 0.683134], [1.560016, -0.027845, 0.372891], [0.125230, 1.244111, 0.310046], [0.350144, 0.008355, 1.701524]],
  "forces_ev_per_angstrom": [[-0.177, -0.036, -0.134], [-0.513, 0.074, -0.487], [2.465, -0.032, 2.693], [-4.178, 1.149, -1.955], [1.126, -0.168, -0.714], [1.585, -0.736, 0.962], [-0.308, -0.251, -0.364]]
}

No. 12
{
  "formula": "CH3NOS",
  "method": "ωB97M-V/def2-TZVPD",
  "e_homo_ev": [-9.8, -9.8],
  "multiplicity": 1,
  "charge": 0,
  "gap_ev": [8.26, 8.25],
  "symbols": ["S", "O", "N", "C", "H", "H", "H"],
  "positions_angstrom": [[2.732151, -0.488077, -0.100841], [3.994920, 0.249217, 0.048819], [-0.164604, -1.067209, 0.038138], [1.548739, 0.531079, 0.138118], [0.718961, 1.157711, 0.208864], [-0.002754, -1.338379, -0.887308], [-0.991737, -0.577488, 0.151225]],
  "forces_ev_per_angstrom": [[0.005, 1.619, 0.648], [0.499, -0.680, -0.304], [4.517, 0.202, 2.079], [-2.680, -4.197, -0.669], [-0.371, 1.574, 0.285], [-0.078, -0.193, -1.896], [-1.892, 1.675, -0.143]]
}

No. 13
{
  "formula": "CH3NOS2",
  "method": "ωB97M-V/def2-TZVPD",
  "e_homo_ev": [-8.9, -9.4],
  "multiplicity": 1,
  "charge": 0,
  "gap_ev": [7.73, 8.16],
  "symbols": ["S", "S", "O", "N", "C", "H", "H", "H"],
  "positions_angstrom": [[1.118409, -1.104265, 0.032257], [-0.039801, -0.269237, 1.621329], [-0.900088, -1.309031, 2.224461], [-0.778170, 0.772066, -0.345871], [0.474719, 0.411244, -0.827673], [-1.625937, 0.095925, -0.428074], [0.545192, 0.322515, -1.946349], [1.205675, 1.080783, -0.330080]],
  "forces_ev_per_angstrom": [[-0.726, -0.746, 0.207], [-1.024, -0.223, -0.925], [0.734, 0.962, -0.666], [-2.803, -1.394, 2.553], [1.717, -0.258, -0.355], [2.273, 0.930, -0.388], [0.264, 0.226, 1.022], [-0.435, 0.504, -1.448]]
}

No. 14
{
  "formula": "CH3NS3",
  "method": "ωB97M-V/def2-TZVPD",
  "e_homo_ev": [-8.3, -8.3],
  "multiplicity": 1,
  "charge": 0,
  "gap_ev": [6.48, 6.48],
  "symbols": ["S", "S", "S", "N", "C", "H", "H", "H"],
  "positions_angstrom": [[1.175036, 1.999610, 2.147677], [-1.031031, -1.146019, -0.551402], [-1.268958, 0.165835, -2.005167], [0.381391, 0.238477, 0.557692], [0.068496, 0.984275, 1.557343], [-0.871297, 0.684535, 2.038530], [1.077541, 0.536003, -0.120997], [-0.286657, -0.446642, -2.807504]],
  "forces_ev_per_angstrom": [[0.583, 1.404, 0.582], [1.812, 2.290, 2.282], [0.874, -0.974, -1.554], [-1.375, -3.300, -3.358], [-1.090, -0.689, 1.401], [0.121, 0.400, 0.036], [0.103, -0.140, 0.178], [-1.028, 1.008, 0.435]]
}

No. 15
{
  "formula": "CH3NSSi",
  "method": "ωB97M-V/def2-TZVPD",
  "e_homo_ev": -9.7,
  "multiplicity": 1,
  "charge": 0,
  "smiles": "N#C[SiH2]S",
  "gap_ev": 7.50,
  "symbols": ["S", "Si", "N", "C", "H", "H", "H"],
  "positions_angstrom": [[0.980097, 0.970730, 1.942898], [0.004406, 0.278831, -0.159711], [-0.941854, -1.647966, -2.652840], [-0.725348, -0.887479, -1.828709], [0.755220, 0.030813, 2.848611], [-1.227185, 0.340807, 0.761863], [1.154664, 0.914263, -0.912112]],
  "forces_ev_per_angstrom": [[0.679, -0.589, -1.753], [-0.624, -0.312, 0.755], [-0.432, -0.771, -1.108], [1.702, 1.638, 3.494], [-0.437, -0.365, 0.171], [0.251, 0.179, -1.812], [-1.139, 0.220, 0.253]]
}

No. 16
{
  "formula": "CH3O2S",
  "method": "ωB97M-V/def2-TZVPD",
  "e_homo_ev": -4.5,
  "multiplicity": 1,
  "charge": -1,
  "gap_ev": 8.49,
  "symbols": ["S", "O", "O", "C", "H", "H", "H"],
  "positions_angstrom": [[1.644805, -1.180136, 1.296493], [-1.022106, 0.156015, 0.391237], [-2.077229, 1.005958, -1.479774], [-1.113473, 0.513262, -0.829470], [0.075736, -0.544973, 0.816554], [2.601636, -0.283803, 1.106557], [-0.109369, 0.333676, -1.301596]],
  "forces_ev_per_angstrom": [[-1.404, -0.606, -0.010], [-0.235, -0.817, 1.240], [1.946, -1.079, 1.795], [-0.038, 0.446, -1.506], [0.337, 1.199, -0.658], [-0.095, 0.609, -0.235], [-0.510, 0.247, -0.627]]
}

No. 17
{
  "formula": "CH3O2S",
  "method": "ωB97M-V/def2-TZVPD",
  "e_homo_ev": -3.2,
  "multiplicity": 1,
  "charge": -1,
  "gap_ev": 7.26,
  "symbols": ["S", "O", "O", "C", "H", "H", "H"],
  "positions_angstrom": [[-1.756143, -0.996668, -0.606923], [1.147925, 0.116183, 1.363596], [1.879177, 1.357038, -0.295975], [1.014429, 0.640790, 0.119534], [0.015415, 0.280875, -0.274688], [0.442877, -0.492410, 1.547100], [-2.805145, -0.323975, -0.091566]],
  "forces_ev_per_angstrom": [[-0.364, -0.172, 0.169], [1.245, 0.454, 0.405], [-0.028, 0.214, -0.504], [-0.701, -0.498, 0.765], [0.762, 0.602, -0.597], [-1.039, -0.526, -0.198], [0.125, -0.074, -0.041]]
}

No. 18
{
  "formula": "CH3O3",
  "method": "ωB97M-V/def2-TZVPD",
  "e_homo_ev": -4.0,
  "multiplicity": 1,
  "charge": -1,
  "gap_ev": 8.35,
  "symbols": ["O", "O", "O", "C", "H", "H", "H"],
  "positions_angstrom": [[-0.562602, 0.846460, 0.128910], [0.172418, -0.238060, 1.996789], [0.796468, -1.075510, -1.781760], [-0.632402, 0.519920, 1.326299], [0.313778, -0.399330, -1.254440], [-1.466981, 0.900950, 1.963469], [1.379318, -0.554430, -2.379270]],
  "forces_ev_per_angstrom": [[-0.265, 0.115, -0.442], [-1.552, 1.447, -1.285], [0.434, 0.783, -0.798], [2.128, -1.931, 1.755], [0.204, -0.155, 0.283], [-0.237, 0.260, -0.298], [-0.713, -0.519, 0.784]]
}

No. 19
{
  "formula": "CH3O3",
  "method": "ωB97M-V/def2-TZVPD",
  "e_homo_ev": -4.2,
  "multiplicity": 1,
  "charge": -1,
  "gap_ev": 8.57,
  "symbols": ["O", "O", "O", "C", "H", "H", "H"],
  "positions_angstrom": [[0.605380, 0.905090, -2.059737], [-0.009855, 0.084868, 0.418668], [-0.111352, -0.838903, 2.474435], [-0.577922, -0.481181, 1.368540], [-1.682456, -0.633904, 1.260532], [1.396212, 0.407017, -2.292889], [0.379994, 0.557012, -1.169549]],
  "forces_ev_per_angstrom": [[0.311, -0.133, -0.335], [0.413, 0.083, -0.500], [-0.111, 0.014, -0.590], [-0.097, -0.028, 1.331], [-0.128, -0.130, -0.193], [-0.112, 0.111, 0.010], [-0.276, 0.082, 0.278]]
}

No. 20
{
  "formula": "CH3O3",
  "method": "ωB97M-V/def2-TZVPD",
  "e_homo_ev": -3.5,
  "multiplicity": 1,
  "charge": -1,
  "gap_ev": 6.69,
  "symbols": ["O", "O", "O", "C", "H", "H", "H"],
  "positions_angstrom": [[1.306478, -1.974606, -0.113164], [-3.630320, 2.317072, -0.461734], [2.996077, -0.777606, 0.662626], [2.540108, -1.849036, 0.181316], [3.116017, -2.795206, 0.037176], [-3.566730, 3.191742, -0.015454], [-2.761630, 1.887642, -0.290764]],
  "forces_ev_per_angstrom": [[1.042, -0.779, -0.249], [0.859, 0.553, 0.635], [1.215, -1.281, -0.365], [-2.882, 1.721, 0.535], [0.605, 0.367, 0.083], [0.015, -1.000, -0.472], [-0.854, 0.420, -0.167]]
}

no.,F_max (eV/Å)
1,2.2
2,6.8
3,6.7
4,4.4
5,4.3
6,3.0
7,2.6
8,5.2
9,5.3
10,5.0
11,4.8
12,5.0
13,4.0
14,4.9
15,4.2
16,2.9
17,1.4
18,3.4
19,1.3
20,3.4